Record 1
Below is a cluster of 2 separate species, C25H24B2Cl3F6O3S in total in a non-equilibrium geometry, with properties calculated with wB97M-V/def2-TZVPD.

```
! RIJCOSX wB97M-V def2-TZVPD def2/J DEFGRID3
* xyz -1 1
Cl 0.554 -2.821 4.319
B 2.029 -2.109 3.439
Cl 3.362 -1.735 4.698
Cl 2.746 -3.225 2.129
O 1.526 -0.846 2.788
C 2.060 0.254 2.389
C 2.404 1.279 3.335
C 3.609 1.995 3.175
C 3.856 3.127 3.958
C 2.898 3.552 4.897
C 1.774 2.751 5.178
C 1.557 1.592 4.438
H 2.246 0.366 1.310
H 4.294 1.636 2.405
H 4.785 3.699 3.828
H 3.003 4.531 5.379
H 1.064 3.051 5.958
H 0.714 0.930 4.641
C -4.467 0.996 -7.049
C -3.246 0.853 -6.237
C -1.942 1.167 -6.575
C -1.042 1.138 -5.450
C -1.681 0.827 -4.273
B -1.221 1.028 -2.757
C -1.299 2.669 -2.462
C -2.409 3.201 -1.841
C -2.291 4.459 -1.265
C -3.407 5.029 -0.454
F -3.779 6.263 -0.916
F -4.522 4.244 -0.459
F -3.021 5.190 0.854
C -1.127 5.208 -1.377
C -0.104 4.705 -2.158
C 1.162 5.477 -2.336
F 2.221 4.813 -1.768
F 1.461 5.651 -3.660
F 1.111 6.715 -1.771
C -0.206 3.452 -2.758
O -2.084 0.405 -1.810
C -1.686 -0.643 -0.940
C -0.306 -1.312 -1.285
C 0.324 -1.682 0.029
C -0.534 -2.572 -2.111
C 0.710 -0.364 -2.037
O 0.149 0.719 -2.737
S -3.281 0.263 -4.614
H -4.225 1.204 -8.088
H -5.059 0.084 -7.007
H -5.083 1.821 -6.685
H -1.648 1.449 -7.585
H 0.006 1.401 -5.526
H -3.331 2.640 -1.758
H -1.034 6.180 -0.914
H 0.593 3.092 -3.401
H -1.641 -0.241 0.095
H -2.492 -1.408 -0.941
H 1.295 -2.162 -0.094
H 0.473 -0.781 0.621
H -0.300 -2.356 0.621
H 0.427 -3.072 -2.302
H -1.183 -3.277 -1.566
H -1.008 -2.319 -3.072
H 1.407 0.062 -1.288
H 1.319 -0.959 -2.751
*
```

**HOMO**: -4.67 eV

Record 2
Below is a structure of composition C7H2F6N2 in a non-equilibrium geometry, with properties calculated with wB97M-V/def2-TZVPD.

```
! RIJCOSX wB97M-V def2-TZVPD def2/J DEFGRID3
* xyz 0 1
C -3.017 -2.280 -1.139
C -2.494 -3.205 -0.350
C 2.104 0.041 0.156
C -2.479 -1.133 -0.318
C -1.942 -2.237 0.597
C -1.121 -0.624 -0.692
C -0.513 -1.783 0.126
N 1.356 -0.760 0.495
N 0.503 -1.477 1.024
F -3.495 -2.384 -2.358
F -2.438 -4.488 -0.359
F -3.328 -0.114 0.047
F -2.136 -2.278 1.933
F -0.809 -0.538 -2.045
F 0.002 -2.755 -0.818
H 3.134 0.279 -0.354
H -1.082 0.393 -0.289
*
```

**HOMO**: -9.80 eV

Record 3
Below is a structure of composition C28H21Cl5N7O4PRuS5 in a non-equilibrium geometry, with properties calculated with wB97M-V/def2-TZVPD.

```
! RIJCOSX wB97M-V def2-TZVPD def2/J DEFGRID3
* xyz -1 2
Ru -0.141 1.362 0.326
Cl -7.084 2.194 -1.988
C -5.595 1.774 -1.233
C -4.436 2.496 -1.509
Cl -4.495 3.816 -2.611
C -3.232 2.161 -0.902
Cl -1.804 3.081 -1.239
C -3.139 1.090 0.015
O -2.068 0.744 0.634
C -4.331 0.373 0.271
Cl -4.238 -0.939 1.379
C -5.530 0.707 -0.335
Cl -6.957 -0.194 0.012
O -0.421 2.824 1.776
S 0.872 3.664 1.728
O 1.838 3.163 2.696
O 0.606 5.072 1.772
S 1.519 3.010 -0.111
N 4.248 1.757 1.346
N 4.248 0.779 0.362
N 5.306 0.521 -0.367
C 4.869 -0.513 -1.081
N 3.620 -0.863 -0.772
N 3.232 -0.014 0.154
H 4.647 2.586 0.917
H 3.276 1.988 1.563
H 5.466 -1.004 -1.829
S 3.821 1.749 -5.262
C 2.550 1.063 -4.442
S 2.299 1.298 -2.737
C 0.838 0.353 -2.813
N 0.577 -0.098 -3.992
N 1.537 0.286 -4.896
C 1.306 -0.123 -6.242
C -0.002 -0.124 -6.714
C -0.258 -0.532 -8.011
C 0.780 -0.939 -8.837
C 2.079 -0.944 -8.353
C 2.351 -0.540 -7.055
S -0.155 -0.131 -1.472
H -0.801 0.185 -6.056
H -1.276 -0.529 -8.377
H 0.576 -1.254 -9.853
H 2.894 -1.268 -8.987
H 3.361 -0.542 -6.677
C 1.618 0.038 3.086
P 0.223 -0.197 1.949
C 0.384 -1.886 1.302
C 1.564 -2.611 1.411
C 1.644 -3.897 0.894
C 0.544 -4.463 0.271
C -0.638 -3.742 0.159
C -0.718 -2.460 0.667
C -1.152 -0.326 3.142
C -1.499 -1.565 3.673
C -2.492 -1.661 4.637
C -3.144 -0.521 5.079
C -2.789 0.718 4.561
C -1.797 0.820 3.599
H 1.607 -0.778 3.811
H 1.472 0.991 3.594
H 2.571 0.061 2.572
H 2.433 -2.171 1.881
H 2.571 -4.450 0.971
H 0.608 -5.464 -0.136
H -1.497 -4.177 -0.337
H -1.639 -1.893 0.578
H -1.005 -2.465 3.332
H -2.759 -2.633 5.034
H -3.927 -0.596 5.822
H -3.293 1.614 4.899
H -1.536 1.786 3.190
*
```

**HOMO (spin up / spin down)**: -5.49 / -5.47 eV

Record 4
Below is a cluster of 8 separate species, C56H75B2N8O10 in total in a non-equilibrium geometry, with properties calculated with wB97M-V/def2-TZVPD.

```
! RIJCOSX wB97M-V def2-TZVPD def2/J DEFGRID3
* xyz -1 1
C -4.818 -3.018 4.734
C -6.321 -2.663 4.778
C -6.587 -1.155 4.969
C -5.755 -0.250 4.056
C -6.340 -0.158 2.613
C -5.280 -0.457 1.526
C -4.553 0.812 1.004
C -3.782 0.622 -0.319
C -2.534 -0.296 -0.231
C -1.181 0.480 -0.192
C -0.129 -0.127 0.804
B -0.047 0.827 2.116
O -1.536 0.972 2.578
N -1.759 0.164 3.643
O -2.413 -0.790 3.364
O 0.612 0.249 3.335
C 1.380 1.182 3.961
C 0.819 1.719 5.286
C -0.386 2.614 5.185
O -0.817 3.106 4.231
O -1.002 2.874 6.441
C -1.905 3.919 6.301
C -3.359 3.602 6.030
O -1.567 5.016 6.364
C 1.819 2.180 2.814
C 3.004 1.726 1.888
C 3.372 0.236 1.938
C 4.390 -0.102 3.064
O 4.044 -0.061 0.688
B 2.221 3.686 3.186
O 1.343 4.700 2.826
O 3.426 4.024 3.800
C 3.336 4.157 5.215
O 0.686 2.068 1.961
H -4.636 -4.002 5.175
H -4.443 -3.040 3.711
H -4.249 -2.285 5.308
H -6.796 -2.983 3.845
H -6.786 -3.199 5.611
H -6.350 -0.899 6.010
H -7.661 -0.992 4.821
H -4.706 -0.531 4.025
H -5.815 0.766 4.465
H -6.780 0.835 2.476
H -7.143 -0.896 2.490
H -4.557 -1.139 1.981
H -5.708 -1.025 0.690
H -5.346 1.560 0.855
H -3.930 1.177 1.825
H -4.481 0.132 -1.010
H -3.508 1.596 -0.733
H -2.614 -1.027 0.573
H -2.508 -0.864 -1.172
H -0.751 0.462 -1.202
H -1.357 1.538 0.024
H -0.348 -1.169 1.051
H 0.850 -0.050 0.307
H 2.323 0.702 4.290
H 0.495 0.838 5.853
H 1.556 2.220 5.915
H -3.467 3.561 4.943
H -3.591 2.604 6.413
H -4.025 4.362 6.424
H 2.711 1.985 0.871
H 3.939 2.281 2.069
H 2.525 -0.443 1.967
H 5.164 -0.750 2.653
H 4.795 0.786 3.553
H 3.865 -0.714 3.807
H 4.845 0.477 0.623
H 1.843 5.257 2.208
H 3.936 4.982 5.595
H 2.293 4.321 5.520
H 3.621 3.197 5.662
N 5.472 0.928 -1.647
C 4.312 0.417 -2.068
C 4.090 -0.008 -3.372
C 5.122 0.106 -4.288
C 6.333 0.636 -3.868
C 6.455 1.027 -2.544
H 3.536 0.350 -1.320
H 3.131 -0.416 -3.659
H 4.985 -0.213 -5.314
H 7.163 0.743 -4.554
H 7.385 1.444 -2.170
N -6.165 -2.361 -1.994
C -5.879 -3.571 -2.477
C -6.822 -4.435 -3.013
C -8.144 -4.025 -3.050
C -8.465 -2.773 -2.555
C -7.444 -1.986 -2.044
H -4.832 -3.853 -2.425
H -6.526 -5.405 -3.391
H -8.912 -4.669 -3.457
H -9.486 -2.413 -2.564
H -7.650 -0.996 -1.649
N 9.833 -2.292 -5.384
C 9.433 -1.136 -4.853
C 10.248 -0.019 -4.732
C 11.553 -0.112 -5.186
C 11.990 -1.304 -5.739
C 11.093 -2.358 -5.816
H 8.405 -1.114 -4.510
H 9.870 0.895 -4.295
H 12.224 0.736 -5.109
H 13.003 -1.412 -6.103
H 11.389 -3.310 -6.244
N 14.201 1.147 -7.542
C 13.067 0.923 -8.205
C 12.919 1.121 -9.569
C 14.010 1.583 -10.286
C 15.198 1.825 -9.615
C 15.240 1.590 -8.249
H 12.242 0.566 -7.601
H 11.974 0.919 -10.055
H 13.937 1.753 -11.353
H 16.073 2.187 -10.138
H 16.149 1.762 -7.683
N -5.996 4.179 9.979
C -6.438 5.196 10.718
C -5.749 6.389 10.880
C -4.528 6.533 10.241
C -4.048 5.487 9.470
C -4.820 4.339 9.372
H -7.396 5.038 11.202
H -6.158 7.182 11.491
H -3.957 7.448 10.342
H -3.099 5.559 8.954
H -4.486 3.497 8.776
N 3.895 -0.193 -7.521
C 4.197 -1.376 -8.058
C 3.253 -2.259 -8.559
C 1.918 -1.896 -8.497
C 1.582 -0.673 -7.941
C 2.604 0.137 -7.472
H 5.254 -1.620 -8.082
H 3.557 -3.205 -8.985
H 1.149 -2.558 -8.875
H 0.551 -0.353 -7.873
H 2.389 1.105 -7.032
N -10.690 -6.130 -3.059
C -10.538 -6.809 -1.922
C -11.250 -7.956 -1.609
C -12.175 -8.424 -2.527
C -12.350 -7.732 -3.714
C -11.584 -6.597 -3.930
H -9.804 -6.403 -1.233
H -11.083 -8.468 -0.671
H -12.753 -9.316 -2.320
H -13.063 -8.064 -4.456
H -11.684 -6.025 -4.846
*
```

**HOMO**: -5.13 eV

Record 5
Below is an isolated molecule of C3H5NO in a non-equilibrium geometry, with properties calculated with wB97M-V/def2-TZVPD.

```
! RIJCOSX wB97M-V def2-TZVPD def2/J DEFGRID3
* xyz 0 1
C 1.653 1.346 -0.520
C 1.083 0.213 -0.207
N 0.477 -0.802 0.097
C -1.045 -0.516 0.235
O -1.735 -1.369 1.077
H 2.076 1.896 0.306
H 1.750 1.655 -1.551
H -1.206 0.461 0.705
H -1.420 -0.659 -0.793
H -1.633 -2.224 0.651
*
```

**HOMO**: -9.19 eV

Record 6
Below is the ion C4HFNO2 with charge -1 in a non-equilibrium geometry, with properties calculated with wB97M-V/def2-TZVPD.

```
! RIJCOSX wB97M-V def2-TZVPD def2/J DEFGRID3
* xyz -1 1
C 0.974 0.993 -0.551
C 1.088 1.727 0.600
C -0.956 -0.330 0.069
C -1.510 -1.777 0.413
N -0.011 0.117 -0.461
O -1.682 -2.377 -0.633
O -1.599 -2.024 1.593
F 2.164 2.645 0.453
H 1.531 1.026 -1.484
*
```

**HOMO**: -4.80 eV